Record 1
194
Properties=species:S:1:pos:R:3 method="wB97M-V/def2-TZVPD" charge=0 e_homo_ha=-0.2953
Li -2.6839 2.9136 0.8556
Li 1.3380 -3.5812 -1.4367
C 0.4600 -0.0671 0.6475
C 0.5454 -1.2173 -0.1388
C -0.7157 -1.6152 -0.8560
O -0.5526 -2.5733 -1.6596
C -1.9524 -0.9283 -0.6915
C -1.9269 0.2849 -0.0257
C -0.6838 0.7352 0.6845
O -0.7514 1.8700 1.2257
O -2.9167 1.1164 0.0681
O 1.5683 -1.9433 -0.3569
H 1.4198 0.1934 1.2466
H -2.8978 -1.3878 -1.0252
C -1.1497 1.2063 -3.3881
O -2.4780 1.5746 -2.9325
H -0.3613 1.5243 -2.6982
H -1.0694 0.1027 -3.4652
H -1.0854 1.5186 -4.4217
H -2.6865 0.8588 -2.3254
C -4.9912 4.0773 -1.3989
O -4.8625 3.8755 0.0097
H -5.9551 4.4314 -1.6674
H -4.1915 4.7088 -1.7561
H -4.8455 3.1160 -1.9187
H -4.5720 4.6880 0.4484
C -3.6631 4.3976 3.3701
O -2.9212 4.3486 2.1245
H -3.0630 4.3478 4.2623
H -4.2109 5.3344 3.4013
H -4.3940 3.6158 3.2510
H -2.0562 4.7617 2.2856
C -5.1032 -2.5895 1.4878
O -5.9211 -2.4774 0.2944
H -4.0930 -2.3299 1.2509
H -5.5001 -1.7643 2.1322
H -5.2510 -3.5718 1.8557
H -5.3851 -2.5466 -0.4751
C 2.4093 -1.2074 -5.1784
O 3.2775 -0.1445 -5.3842
H 2.8449 -2.0894 -5.6782
H 2.2141 -1.4336 -4.1251
H 1.4343 -1.0612 -5.6779
H 2.8520 0.6942 -5.3942
C -3.4593 -2.5761 6.7576
O -2.5226 -1.7975 6.0014
H -4.1568 -3.1053 6.0733
H -2.9332 -3.4396 7.2553
H -4.0260 -1.9847 7.4719
H -3.0571 -1.0125 5.8462
C -1.3752 4.6971 -1.5775
O -1.9761 3.5257 -1.0509
H -2.1658 5.2896 -2.0317
H -0.9864 5.2345 -0.7255
H -0.6217 4.5275 -2.3366
H -2.0138 2.9105 -1.8294
C 0.3462 -5.1724 1.2339
O 0.1937 -4.8762 -0.1263
H 1.2547 -4.6692 1.6057
H -0.5169 -4.8663 1.8663
H 0.4408 -6.2545 1.5268
H -0.7608 -4.6763 -0.2552
C 7.1308 0.9004 -0.1512
O 6.7834 -0.4374 -0.6012
H 7.1634 1.0025 0.9411
H 8.1070 1.1394 -0.5434
H 6.4064 1.6630 -0.5100
H 5.7889 -0.5317 -0.4734
C -8.7524 -0.7124 -0.5150
O -7.6045 -0.1728 0.1785
H -9.0757 -1.7116 -0.0983
H -9.6512 0.0181 -0.4437
H -8.4805 -0.8150 -1.5491
H -6.9593 -0.9052 0.2722
C -5.8902 1.1767 1.9796
O -4.4770 1.4960 2.2252
H -6.3352 1.7770 1.1770
H -6.0482 0.1438 1.8120
H -6.3930 1.4085 2.9208
H -3.9669 1.1169 1.4776
C 7.5805 -3.5297 1.8559
O 6.9693 -3.0471 0.6195
H 7.8468 -2.6399 2.4474
H 6.8916 -4.1763 2.3714
H 8.5410 -4.0951 1.6518
H 7.1070 -2.0923 0.6685
C 4.1624 -3.7042 -0.1724
O 3.1578 -4.2826 -0.9992
H 3.7953 -3.2718 0.7759
H 4.8877 -4.5131 0.0273
H 4.6616 -2.9026 -0.6799
H 2.8301 -5.0786 -0.5056
C 4.4871 4.4462 -1.6614
O 3.0902 4.2513 -1.7655
H 4.9075 4.9814 -0.8242
H 4.9503 3.3784 -1.5918
H 4.8205 4.8890 -2.6309
H 2.7589 3.9132 -0.9374
C 4.7071 0.9840 2.8128
O 4.6267 1.1088 1.4083
H 5.2135 1.9058 3.1740
H 3.7321 1.0325 3.2664
H 5.3033 0.1235 3.1311
H 4.0628 0.4289 1.0140
C -0.2315 6.4291 3.7319
O -0.6187 5.2785 3.0272
H -1.0912 6.9370 4.0745
H 0.4025 6.1494 4.5659
H 0.3033 7.1245 3.0595
H -0.3972 4.4820 3.5354
C 0.8035 -5.5440 -3.6706
O 1.3473 -4.2757 -3.4378
H 0.0916 -5.6518 -2.8520
H 0.3189 -5.5935 -4.6444
H 1.5634 -6.3275 -3.5955
H 2.2767 -4.3598 -3.7102
C 2.3275 -2.0984 3.4390
O 1.6801 -3.1119 4.1231
H 3.3949 -2.3378 3.3567
H 1.9527 -1.9061 2.3859
H 2.2278 -1.0930 3.9264
H 0.8308 -2.7128 4.3729
C 1.2722 7.8781 -0.2982
O 1.2685 9.0537 0.4431
H 0.2454 7.5920 -0.5107
H 1.7407 7.9798 -1.2984
H 1.7483 7.0904 0.2773
H 2.1089 9.5144 0.3871
C 2.5308 4.1363 1.7972
O 2.1604 3.2840 0.7197
H 3.6331 4.0842 2.0022
H 2.3760 5.2717 1.6945
H 2.0272 3.8604 2.7392
H 1.4280 2.7127 1.0691
C -5.6337 1.6897 5.7934
O -4.6492 0.8010 5.1730
H -5.1678 2.6352 6.1513
H -6.5557 1.9470 5.2091
H -5.9517 1.1718 6.6834
H -4.6280 1.0684 4.2548
C 3.6441 0.4814 -1.6944
O 3.7605 -0.4802 -0.6199
H 4.6423 0.7627 -2.0150
H 3.0669 0.1257 -2.6587
H 3.1974 1.3671 -1.2451
H 2.9255 -0.9780 -0.4950
C 1.8661 3.4137 -4.4685
O 1.7464 2.3470 -5.4797
H 1.8675 4.4111 -5.0000
H 0.9945 3.4355 -3.8422
H 2.8350 3.3172 -3.9475
H 1.8280 2.7607 -6.3585
C -1.2673 -2.4819 3.2622
O -0.5786 -1.4454 3.9986
H -2.1481 -2.1150 2.6926
H -0.5098 -2.9983 2.6511
H -1.7086 -3.1112 4.0530
H -0.9908 -1.4914 4.8764
C -1.8096 -2.7041 -5.0866
O -2.5486 -2.7378 -3.8448
H -1.1852 -1.7770 -5.2142
H -1.2549 -3.6659 -5.1574
H -2.6300 -2.6137 -5.8271
H -1.9058 -2.6968 -3.0964
C 6.4369 -2.1313 -3.8324
O 4.9753 -2.1847 -3.8828
H 6.8795 -1.1663 -4.1695
H 6.7670 -2.1563 -2.7844
H 6.8971 -3.0167 -4.3467
H 4.6619 -1.4624 -4.3914
C -3.7967 -5.4343 -0.7236
O -2.6323 -4.6150 -0.8975
H -4.6730 -4.9775 -1.2396
H -3.5658 -6.4070 -1.1553
H -3.9600 -5.6148 0.3324
H -2.6905 -4.1847 -1.7424
C 4.7123 -5.5580 -3.8402
O 3.8145 -4.6726 -4.4427
H 4.3381 -6.5514 -3.9904
H 5.7650 -5.4035 -4.2107
H 4.6807 -5.3840 -2.7599
H 4.2140 -3.7931 -4.4667
C 0.4061 1.7339 4.4582
O -0.1985 2.7918 3.6670
H 1.4744 1.9151 4.5919
H -0.1163 1.8228 5.3962
H 0.3098 0.7494 4.0424
H -0.4566 2.4664 2.8456
C -5.5175 -1.3398 -2.5943
O -4.5231 -2.3801 -2.2986
H -4.9990 -0.3923 -2.4899
H -5.8177 -1.4008 -3.6552
H -6.3647 -1.3220 -1.8859
H -3.9665 -2.4023 -3.0779

Record 2
10
Properties=species:S:1:pos:R:3 method="wB97M-V/def2-TZVPD" charge=0 e_homo_ha="-0.3217 / -0.2937"
C 2.2430 0.2953 -0.0883
C -0.6033 0.3256 -0.0582
C -1.7437 -0.5239 0.0737
N 1.5040 -0.7099 -0.0687
O -0.3721 1.4603 0.2558
H 3.3624 0.4158 -0.2714
H 1.7074 1.2862 -0.0004
H -2.0519 -0.8603 -1.0097
H -1.3586 -1.5068 0.4869
H -2.6872 -0.1821 0.6804